[1]
Computed, not measured: a cluster of 2 separate species, C2H8P2S in total, with the ωB97M-V functional and the def2-TZVPD basis.

Cartesian coordinates (Å):
1 C -0.8704 -0.2056 -1.8200
2 C 1.4654 0.7670 3.0721
3 P -0.3655 -3.4847 2.5214
4 P 1.2156 -2.1482 2.4696
5 S 0.4857 -0.2737 1.9256
6 H -1.7466 -0.9333 -2.0074
7 H -0.2619 -0.0829 -2.7312
8 H -0.3823 -0.5082 -0.8970
9 H 1.8934 1.7050 2.5200
10 H 0.8589 1.0208 3.9395
11 H 2.3206 0.2744 3.3949
12 H -1.2832 -2.5113 2.2021
13 H -1.3677 0.8060 -1.7021

Properties
molar mass = 126.10 g/mol
relative energy (zero: lowest compared OMol25 entry of this formula, charge and spin) = 33.0 kcal per mole
orbital gap = 7.7 eV


[2]
Computed, not measured: the molecule C4H6O, with the ωB97M-V functional and the def2-TZVPD basis.

Cartesian coordinates (Å):
1 O 2.6634 -0.0982 0.2287
2 C 1.5334 -0.2137 -0.1955
3 C 0.3052 -0.1563 0.6000
4 C -0.6813 0.7784 -0.3128
5 C -1.0561 -0.5693 0.1425
6 H 1.2770 -0.1879 -1.2673
7 H 0.4698 -0.1978 1.6973
8 H -1.0181 1.7074 0.1293
9 H -0.5846 0.8792 -1.4177
10 H -1.7497 -0.5685 0.9707
11 H -1.1590 -1.3733 -0.5753

Properties
SMILES = O=CC1CC1
molar mass = 70.09 g/mol
relative energy (zero: lowest compared OMol25 entry of this formula, charge and spin) = 26.0 kcal per mole
orbital gap = 10.7 eV


[3]
Computed, not measured: a structure of composition C31H24BIN12OS6Y, with the ωB97M-V functional and the def2-TZVPD basis.

Cartesian coordinates (Å):
1 Y 0.7280 -0.4053 -0.5435
2 C -1.8403 2.8583 -2.6540
3 C -1.6495 1.5706 -2.1553
4 N -0.4965 1.4840 -1.5006
5 N 0.0730 2.7073 -1.5585
6 C -0.7175 3.5463 -2.2509
7 B 1.3813 3.0725 -0.8093
8 N 1.2197 2.6940 0.6766
9 C 1.7876 3.2915 1.7384
10 C 1.2679 2.7301 2.8836
11 C 0.3785 1.7646 2.4117
12 N 0.3535 1.7326 1.0845
13 N 2.5846 2.2770 -1.3786
14 C 3.7107 2.6833 -1.9734
15 C 4.5080 1.5820 -2.2174
16 C 3.7723 0.5109 -1.7338
17 N 2.6084 0.9202 -1.2202
18 N 1.5462 4.5849 -0.9108
19 C 0.8648 5.4982 -0.1774
20 C 1.0674 6.7339 -0.7377
21 C 1.8901 6.4730 -1.8470
22 N 2.1629 5.1866 -1.9546
23 H -2.6677 3.2302 -3.2282
24 H -2.2853 0.7057 -2.2440
25 H -0.4248 4.5687 -2.4118
26 H 2.5087 4.0789 1.6037
27 H 1.5074 2.9699 3.9021
28 H -0.2140 1.0686 2.9819
29 H 3.8504 3.7247 -2.1911
30 H 5.4754 1.5622 -2.6817
31 H 4.0210 -0.5378 -1.7327
32 H 0.2815 5.2028 0.6766
33 H 0.6816 7.6775 -0.4002
34 H 2.2953 7.1649 -2.5658
35 O 1.9915 -4.0544 -7.1070
36 C 1.7672 -3.4983 -6.0740
37 S 0.4576 -2.3199 -5.8537
38 C 0.7570 -1.9619 -4.1747
39 C 1.8297 -2.6474 -3.5709
40 S 2.3173 -2.5021 -1.9770
41 S 2.7066 -3.7592 -4.5918
42 S -0.2144 -0.8402 -3.3992
43 S 2.3076 -1.3505 4.0337
44 C 1.6136 -1.1060 2.6062
45 N 1.0948 -0.9507 1.5590
46 I 0.5215 -4.2486 0.6838
47 C 2.5081 -4.0604 1.3307
48 C 3.0028 -5.0018 2.2248
49 C 4.3077 -4.8377 2.6492
50 C 5.0431 -3.7599 2.1722
51 C 4.4383 -2.8922 1.2815
52 N 3.1830 -3.0414 0.8579
53 H 2.3847 -5.8147 2.5740
54 H 4.7413 -5.5372 3.3508
55 H 6.0626 -3.5914 2.4859
56 H 4.9732 -2.0348 0.8904
57 S -5.3581 -3.4093 1.1227
58 C -3.9188 -2.5331 0.6136
59 C -3.3197 -1.5294 1.3663
60 C -2.1685 -0.9429 0.8833
61 N -1.5924 -1.2912 -0.2730
62 C -2.1714 -2.2624 -0.9897
63 C -3.3284 -2.8989 -0.5918
64 C -6.1194 -2.2121 2.1879
65 C -6.8194 -1.1341 1.6662
66 C -7.3908 -0.2332 2.5504
67 N -7.3147 -0.3456 3.8729
68 C -6.6545 -1.3896 4.3583
69 C -6.0400 -2.3490 3.5644
70 H -3.7285 -1.2092 2.3137
71 H -1.6805 -0.1534 1.4446
72 H -1.6853 -2.5199 -1.9220
73 H -3.7615 -3.6647 -1.2197
74 H -6.9155 -0.9985 0.5986
75 H -7.9405 0.6205 2.1747
76 H -6.6043 -1.4661 5.4371
77 H -5.5130 -3.1805 4.0093

Properties
molar mass = 999.64 g/mol
multiplicity = 2
orbital gap (alpha / beta) = 7.0 / 6.6 eV


[4]
Computed, not measured: a cluster of 2 separate species, H2N2O2 in total, with the ωB97M-V functional and the def2-TZVPD basis.

Cartesian coordinates (Å):
1 N 2.0775 0.4138 -0.3504
2 N -1.8870 0.2889 -0.1941
3 O 3.1270 -0.2637 0.1749
4 O -3.1964 0.0519 0.0619
5 H 1.2113 -0.0356 0.0058
6 H -1.3324 -0.4553 0.3020

Properties
molar mass = 62.03 g/mol
total charge = -2
relative energy (zero: lowest compared OMol25 entry of this formula, charge and spin) = 68.1 kcal per mole
orbital gap (alpha / beta) = 6.2 / 6.3 eV


[5]
Computed, not measured: a cluster of 2 separate species, C3H6O2 in total, with the ωB97M-V functional and the def2-TZVPD basis.

Cartesian coordinates (Å):
1 C -1.6199 -1.3984 0.5146
2 C -0.7743 -0.3654 0.0821
3 O -0.4554 0.7363 0.9052
4 H -1.8058 -2.3906 0.0244
5 H -2.4648 -1.0713 1.1420
6 H 0.0070 -0.5300 -0.7401
7 H -0.8299 0.4423 1.8156
8 C 1.9800 1.0833 -0.9766
9 O 2.6928 2.0131 -0.5291
10 H 0.9577 1.3905 -1.1327
11 H 2.3127 0.0902 -1.1054

Properties
SMILES = C=CO.C=O
molar mass = 74.08 g/mol
relative energy (zero: lowest compared OMol25 entry of this formula, charge and spin) = 77.5 kcal per mole
orbital gap = 10.1 eV


[6]
Computed, not measured: a cluster of 2 separate species, C5H12NO in total, with the ωB97M-V functional and the def2-TZVPD basis.

Cartesian coordinates (Å):
1 C 0.1185 1.8582 1.9789
2 C 0.2586 0.4550 1.3342
3 C 0.0225 -0.9088 -0.9347
4 C 0.2304 -2.3227 -0.3978
5 N -0.7159 -0.3898 1.6934
6 C -0.5167 0.2071 -0.0237
7 O -0.1659 1.0606 -2.8969
8 H -0.9500 2.0806 1.9526
9 H 0.6735 1.8561 2.9177
10 H 0.5908 2.6015 1.3122
11 H 1.2825 0.0624 1.2611
12 H 0.9700 -0.5893 -1.3426
13 H -0.6017 -0.8641 -1.8109
14 H 1.2407 -2.4849 -0.0072
15 H -0.4342 -2.5927 0.4144
16 H 0.1753 -2.9927 -1.2595
17 H -0.1935 1.7505 -3.5758
18 H -1.5861 0.0662 -0.0275
19 H -0.3987 1.1466 -0.5880

Properties
molar mass = 102.16 g/mol
total charge = -1
relative energy (zero: lowest compared OMol25 entry of this formula, charge and spin) = 98.7 kcal per mole
orbital gap = 6.9 eV